1.
The following is a quantum chemistry calculation of 3 unconnected molecules or ions with the total composition C41H81N5O7P2S3 in a non-equilibrium geometry, from the OMol25 dataset.

```
139
Properties=species:S:1:pos:R:3:lowdin_charge:R:1
C -2.298 4.369 0.999 -0.05
C -0.980 4.650 0.204 -0.26
O 0.036 3.911 0.862 -0.16
C 1.350 4.452 0.706 -0.16
C 2.117 3.891 -0.520 -0.29
N 1.305 3.559 -1.667 0.01
C 1.046 4.683 -2.550 -0.15
C 0.503 4.182 -3.934 -0.39
C 0.789 2.703 -4.190 -0.04
O -0.920 4.374 -3.984 -0.07
C 3.121 2.707 -0.162 -0.51
C 2.346 1.634 0.656 -0.20
C 1.286 0.854 -0.169 -0.21
C 0.948 -0.440 0.660 -0.43
S 0.953 -1.998 -0.286 0.91
C -0.436 -1.999 -1.360 -1.06
S -1.139 -3.448 -1.697 0.74
N -1.000 -0.839 -1.943 -0.14
C -1.723 0.208 -1.394 -0.08
C -2.033 1.019 -2.428 -0.14
N -1.525 0.516 -3.621 0.08
C -0.910 -0.564 -3.262 -0.21
O 3.543 2.249 -1.433 -0.13
C 4.776 1.573 -1.616 -0.52
C 5.202 0.524 -0.562 -0.18
C 6.388 -0.397 -0.912 -0.17
C 7.785 0.271 -0.780 -0.24
O 8.702 -0.709 -0.255 -0.08
C 5.864 2.599 -2.027 -0.19
O 5.374 3.289 -3.193 -0.23
C 5.336 4.691 -3.009 -0.10
P 4.442 0.606 -3.256 1.01
C 5.977 0.403 -4.259 -0.28
C 3.622 -1.017 -2.907 -0.27
P 4.389 3.492 0.992 0.48
S 4.096 3.134 2.901 0.16
H -2.430 5.230 1.670 0.07
H -3.152 4.296 0.319 0.07
H -2.139 3.482 1.617 0.05
H -1.176 4.314 -0.826 0.10
H -0.830 5.738 0.223 0.12
H 1.853 4.293 1.671 0.08
H 1.291 5.548 0.586 0.13
H 2.781 4.701 -0.869 0.11
H 0.458 3.069 -1.406 0.10
H 1.956 5.271 -2.735 0.12
H 0.284 5.386 -2.156 0.11
H 0.936 4.811 -4.731 0.13
H 0.489 2.476 -5.218 0.09
H 1.870 2.542 -4.076 0.07
H 0.268 2.084 -3.458 0.04
H -1.126 5.289 -3.760 0.08
H 1.848 2.061 1.532 0.09
H 3.032 0.871 1.050 0.08
H 1.651 0.596 -1.170 0.10
H 0.335 1.395 -0.229 0.08
H 1.640 -0.594 1.496 0.08
H -0.048 -0.313 1.106 0.07
H -1.942 0.283 -0.337 0.12
H -2.601 1.940 -2.381 0.10
H -0.410 -1.114 -4.053 0.14
H 5.434 0.930 0.441 0.10
H 4.336 -0.134 -0.389 0.10
H 6.289 -0.946 -1.855 0.08
H 6.402 -1.168 -0.126 0.12
H 7.753 1.056 -0.012 0.12
H 8.158 0.642 -1.743 0.11
H 9.041 -1.173 -1.031 0.08
H 6.068 3.379 -1.282 0.09
H 6.817 2.150 -2.327 0.10
H 5.230 5.144 -4.004 0.09
H 6.252 5.106 -2.563 0.09
H 4.425 4.955 -2.444 0.07
H 6.650 -0.422 -3.971 0.03
H 6.584 1.310 -4.335 0.03
H 5.646 0.179 -5.284 0.04
H 2.880 -1.176 -3.699 0.03
H 4.324 -1.865 -2.984 0.04
H 3.088 -1.015 -1.953 -0.01
H 4.414 4.888 0.727 0.01
H 5.705 3.043 0.744 -0.03
C -4.842 -9.496 -3.641 -0.04
C -3.810 -8.672 -2.844 -0.49
C -4.081 -8.816 -1.343 -0.14
C -5.301 -8.031 -0.876 -0.18
C -5.174 -6.566 -1.279 -0.13
C -4.919 -6.370 -2.778 -0.49
N -3.824 -7.249 -3.298 -0.07
O -2.679 -6.720 -2.963 -0.03
C -6.229 -6.631 -3.556 -0.04
C -4.632 -4.887 -3.032 -0.05
C -2.479 -9.361 -3.158 -0.05
H -4.776 -10.549 -3.365 0.09
H -5.874 -9.209 -3.461 0.05
H -4.652 -9.424 -4.713 0.09
H -3.209 -8.471 -0.778 0.13
H -4.209 -9.871 -1.089 0.12
H -6.218 -8.469 -1.283 0.10
H -5.386 -8.103 0.211 0.11
H -6.079 -6.029 -0.987 0.13
H -4.354 -6.118 -0.707 0.13
H -6.037 -6.747 -4.624 0.09
H -6.916 -5.793 -3.442 0.08
H -6.778 -7.503 -3.205 0.06
H -3.787 -4.520 -2.454 0.03
H -5.489 -4.278 -2.743 0.09
H -4.433 -4.697 -4.088 0.10
H -2.218 -9.252 -4.213 0.09
H -2.549 -10.427 -2.940 0.09
H -1.657 -8.970 -2.560 0.08
C -0.822 3.565 5.705 -0.03
C -1.695 2.346 5.344 -0.49
C -3.128 2.805 5.057 -0.14
C -3.901 3.180 6.318 -0.18
C -3.874 2.026 7.317 -0.14
C -2.457 1.545 7.647 -0.49
N -1.624 1.320 6.426 -0.07
O -1.962 0.170 5.912 -0.02
C -1.773 2.571 8.577 -0.04
C -2.563 0.280 8.503 -0.05
C -1.082 1.844 4.036 -0.05
H -0.812 4.279 4.879 0.09
H -1.172 4.122 6.570 0.06
H 0.210 3.263 5.891 0.09
H -3.674 2.008 4.541 0.13
H -3.116 3.656 4.371 0.12
H -3.490 4.090 6.763 0.10
H -4.936 3.411 6.056 0.11
H -4.383 2.329 8.235 0.13
H -4.457 1.197 6.903 0.13
H -0.697 2.398 8.632 0.09
H -2.164 2.491 9.592 0.08
H -1.943 3.606 8.285 0.06
H -3.131 -0.509 8.012 0.08
H -3.081 0.501 9.437 0.08
H -1.575 -0.111 8.754 0.09
H -0.069 1.467 4.190 0.09
H -1.023 2.653 3.307 0.06
H -1.674 1.052 3.574 0.08
```

Values from the calculation:
**Charge**: 0
**Kohn-Sham gap (spin up / spin down)**: 6.808 / 6.805 eV
**HOMO (spin up / spin down)**: -7.45 / -7.45 eV
**Energy**: -4288.243862 Ha
**Largest force on an atom**: 2.871 eV Å⁻¹
**LUMO level (spin up / spin down)**: -0.647 / -0.650 eV
**2S+1**: 3

2.
The following is a quantum chemistry calculation of 8 unconnected molecules or ions with the total composition C41H83N4O23 in a non-equilibrium geometry, from the OMol25 dataset.

```
151
Properties=species:S:1:pos:R:3:lowdin_charge:R:1
C 4.521 -2.058 1.842 -0.12
O 3.774 -2.292 3.012 -0.19
C 3.759 -3.651 3.425 -0.23
C 2.708 -4.470 2.689 -0.16
C 1.302 -4.309 3.303 -0.19
C 0.205 -4.108 2.255 -0.20
C 0.095 -2.628 1.844 -0.21
C -1.290 -2.225 1.323 -0.18
C -2.224 -1.619 2.392 -0.16
C -2.536 -0.128 2.146 -0.19
C -1.909 0.860 3.148 -0.20
C -0.540 0.408 3.714 -0.17
C 0.268 1.668 4.085 -0.14
N 1.476 1.870 3.286 0.12
C 1.522 1.819 1.961 -0.28
N 0.479 1.553 1.152 0.21
C 0.993 1.561 -0.076 -0.03
N 2.315 1.825 -0.076 -0.01
C 3.163 1.870 -1.267 -0.08
C 3.769 0.524 -1.653 -0.20
O 2.926 -0.038 -2.648 -0.06
N 2.668 2.008 1.229 0.05
C 4.012 2.339 1.676 -0.07
C 4.119 3.802 2.208 -0.38
C 4.330 3.855 3.725 -0.07
C 5.296 4.506 1.524 -0.06
H 5.343 -2.764 1.726 0.09
H 3.889 -2.141 0.954 0.07
H 4.959 -1.066 1.909 0.07
H 4.744 -4.102 3.288 0.12
H 3.554 -3.643 4.491 0.12
H 3.005 -5.513 2.775 0.12
H 2.687 -4.173 1.645 0.10
H 1.059 -5.168 3.924 0.11
H 1.330 -3.450 3.970 0.10
H 0.422 -4.698 1.370 0.11
H -0.740 -4.434 2.687 0.11
H 0.838 -2.458 1.063 0.10
H 0.377 -2.036 2.709 0.08
H -1.754 -3.123 0.918 0.08
H -1.186 -1.555 0.474 0.10
H -3.165 -2.157 2.327 0.11
H -1.840 -1.791 3.392 0.11
H -3.615 0.005 2.198 0.07
H -2.256 0.168 1.140 0.09
H -1.723 1.777 2.598 0.09
H -2.595 1.108 3.954 0.11
H -0.717 -0.180 4.607 0.11
H -0.055 -0.180 2.948 0.07
H -0.371 2.545 4.050 0.12
H 0.586 1.588 5.119 0.12
H 2.325 2.086 3.776 0.12
H 0.398 1.373 -0.952 0.15
H 2.522 2.197 -2.076 0.14
H 3.957 2.593 -1.116 0.11
H 4.756 0.717 -2.073 0.13
H 3.890 -0.150 -0.807 0.12
H 2.863 -0.983 -2.489 0.10
H 4.309 1.643 2.455 0.13
H 4.669 2.263 0.822 0.11
H 3.204 4.325 1.937 0.14
H 4.980 3.046 4.046 0.09
H 3.402 3.853 4.290 0.07
H 4.827 4.786 3.978 0.08
H 5.350 4.297 0.459 0.06
H 6.222 4.154 1.978 0.09
H 5.255 5.577 1.683 0.09
C 1.249 0.146 -5.314 -0.04
O 0.525 -1.082 -5.264 0.01
C -0.802 -0.935 -5.297 -0.63
O -1.382 0.118 -5.323 0.12
O -1.354 -2.138 -5.229 0.01
C -2.787 -2.137 -5.190 -0.02
H 2.295 -0.111 -5.218 0.06
H 1.093 0.660 -6.261 0.11
H 0.961 0.786 -4.482 0.08
H -3.198 -1.690 -6.092 0.10
H -3.144 -1.604 -4.311 0.09
H -3.096 -3.176 -5.129 0.10
C -8.049 -4.477 -2.493 -0.03
O -7.070 -4.382 -1.452 0.01
C -5.814 -4.414 -1.874 -0.63
O -5.448 -4.522 -3.015 0.12
O -5.014 -4.307 -0.810 0.01
C -3.623 -4.322 -1.120 -0.04
H -9.020 -4.435 -2.010 0.09
H -7.959 -3.639 -3.180 0.10
H -7.949 -5.418 -3.031 0.10
H -3.362 -3.481 -1.761 0.09
H -3.345 -5.258 -1.600 0.10
H -3.099 -4.230 -0.172 0.07
C 1.666 -1.398 8.218 -0.04
O 0.907 -0.545 9.073 0.00
C -0.413 -0.719 8.984 -0.63
O -0.973 -1.503 8.265 0.12
O -0.996 0.127 9.826 0.01
C -2.425 0.049 9.849 -0.03
H 2.714 -1.168 8.382 0.09
H 1.488 -2.443 8.461 0.10
H 1.419 -1.200 7.175 0.09
H -2.750 -0.941 10.161 0.10
H -2.837 0.285 8.870 0.10
H -2.758 0.787 10.572 0.10
C 4.954 -1.319 -5.264 -0.05
O 5.660 -0.578 -6.256 0.00
C 6.306 -1.343 -7.143 -0.63
O 6.325 -2.544 -7.144 0.13
O 6.916 -0.544 -8.010 0.01
C 7.651 -1.232 -9.028 -0.03
H 4.481 -0.589 -4.614 0.06
H 4.189 -1.946 -5.720 0.10
H 5.639 -1.934 -4.680 0.10
H 6.988 -1.856 -9.624 0.10
H 8.439 -1.838 -8.587 0.10
H 8.091 -0.464 -9.657 0.09
C -5.466 1.706 1.559 -0.02
O -4.980 2.510 0.483 0.02
C -4.521 1.815 -0.554 -0.63
O -4.477 0.615 -0.636 0.12
O -4.114 2.676 -1.484 0.01
C -3.597 2.060 -2.666 -0.03
H -5.808 2.389 2.331 0.10
H -6.302 1.091 1.232 0.09
H -4.674 1.077 1.962 0.05
H -4.355 1.452 -3.155 0.10
H -2.729 1.447 -2.427 0.09
H -3.298 2.864 -3.331 0.10
C 7.941 7.549 -3.116 -0.03
O 7.033 6.854 -2.251 0.01
C 5.884 6.521 -2.821 -0.62
O 5.555 6.739 -3.953 0.14
O 5.136 5.884 -1.907 -0.02
C 3.863 5.470 -2.395 -0.05
H 8.827 7.755 -2.524 0.10
H 8.207 6.928 -3.968 0.10
H 7.503 8.485 -3.456 0.10
H 3.976 4.769 -3.221 0.10
H 3.264 6.322 -2.709 0.10
H 3.365 4.975 -1.563 0.07
C -8.659 -0.309 -1.002 -0.03
O -9.943 0.194 -1.377 0.01
C -10.705 -0.687 -2.022 -0.63
O -10.394 -1.818 -2.288 0.12
O -11.862 -0.104 -2.314 0.01
C -12.787 -0.943 -3.011 -0.03
H -8.149 0.502 -0.489 0.08
H -8.757 -1.158 -0.329 0.10
H -8.084 -0.593 -1.882 0.10
H -13.044 -1.812 -2.409 0.10
H -12.372 -1.259 -3.966 0.10
H -13.674 -0.342 -3.181 0.09
```

Values from the calculation:
**Charge**: +1
**Kohn-Sham gap**: 9.610 eV
**HOMO**: -12.08 eV
**Energy**: -3561.344520 Ha
**Largest force on an atom**: 2.061 eV Å⁻¹
**LUMO level**: -2.468 eV
**2S+1**: 1

3.
The following is a quantum chemistry calculation of 11 unconnected molecules or ions with the total composition C41H85N3O22S5 in a non-equilibrium geometry, from the OMol25 dataset.

```
156
Properties=species:S:1:pos:R:3:lowdin_charge:R:1
C -0.390 3.622 -8.133 0.01
C -1.215 2.590 -7.404 -0.48
O -1.513 1.498 -7.948 0.01
N -1.624 2.945 -6.138 0.00
C -2.559 2.213 -5.338 -0.09
H -1.026 4.102 -8.869 0.06
H 0.379 3.042 -8.642 0.09
H 0.108 4.314 -7.459 0.07
H -1.374 3.807 -5.692 0.12
H -2.031 1.329 -4.963 0.09
H -3.443 1.852 -5.860 0.08
H -2.903 2.767 -4.470 0.08
C -1.023 7.305 -17.587 0.00
C -1.321 6.750 -16.204 -0.48
O -1.325 5.510 -15.957 0.00
N -1.550 7.722 -15.236 0.03
C -2.092 7.456 -13.922 -0.07
H -1.093 8.381 -17.748 0.07
H -1.519 6.816 -18.421 0.09
H 0.039 7.061 -17.776 0.09
H -1.405 8.689 -15.419 0.12
H -1.980 8.313 -13.254 0.09
H -1.598 6.650 -13.370 0.06
H -3.159 7.236 -13.993 0.07
C -4.429 7.239 -11.612 0.01
C -3.374 6.512 -10.837 -0.51
O -3.568 5.349 -10.479 0.02
N -2.297 7.238 -10.453 0.03
C -1.262 6.771 -9.596 -0.09
H -5.260 7.390 -10.908 0.09
H -4.861 6.647 -12.412 0.07
H -4.161 8.219 -12.008 0.08
H -2.321 8.218 -10.672 0.13
H -0.507 7.436 -9.180 0.09
H -0.617 6.103 -10.186 0.06
H -1.657 6.178 -8.767 0.07
C -7.358 9.603 -15.029 -0.03
C -6.795 8.162 -14.826 -0.17
O -5.702 7.981 -15.776 0.04
C -5.114 6.802 -15.874 -0.67
O -4.413 6.473 -16.757 0.17
O -5.307 6.072 -14.788 -0.04
C -4.627 4.817 -14.717 -0.02
H -6.538 10.260 -15.295 0.06
H -7.769 9.930 -14.076 0.07
H -8.109 9.609 -15.814 0.07
H -7.544 7.421 -15.107 0.13
H -6.512 8.095 -13.774 0.11
H -3.536 4.950 -14.866 0.08
H -4.857 4.190 -15.584 0.11
H -4.744 4.379 -13.738 0.08
C -4.075 12.607 -15.721 -0.06
C -3.846 13.172 -14.341 -0.21
O -5.051 13.001 -13.579 0.05
C -5.105 12.590 -12.315 -0.62
O -6.109 12.545 -11.689 0.16
O -3.928 12.185 -11.866 -0.01
C -3.930 11.619 -10.592 -0.07
H -4.868 13.213 -16.177 0.08
H -4.424 11.578 -15.692 0.07
H -3.245 12.701 -16.420 0.08
H -3.629 14.242 -14.437 0.13
H -2.958 12.752 -13.872 0.12
H -4.383 10.616 -10.543 0.09
H -4.457 12.188 -9.823 0.10
H -2.887 11.491 -10.292 0.09
C -11.140 3.687 -10.191 -0.07
C -9.973 4.519 -9.795 -0.23
O -8.919 3.669 -9.340 0.03
C -7.815 4.294 -8.909 -0.61
O -7.791 5.339 -8.343 0.13
O -6.772 3.483 -9.096 0.01
C -5.464 4.042 -8.707 0.01
H -11.814 4.273 -10.827 0.08
H -11.762 3.418 -9.337 0.08
H -10.872 2.807 -10.770 0.08
H -10.227 5.173 -8.960 0.11
H -9.557 5.115 -10.609 0.13
H -5.550 4.582 -7.768 0.08
H -5.090 4.650 -9.533 0.06
H -4.764 3.216 -8.606 0.08
C 0.325 9.201 -6.830 -0.24
C -0.304 7.901 -6.383 -0.22
C -0.677 8.075 -4.892 -0.19
S 0.534 9.235 -4.198 0.67
O 1.471 8.529 -3.368 -0.32
O -0.157 10.418 -3.746 -0.33
C 1.323 9.658 -5.785 -0.22
H -0.380 10.049 -6.928 0.11
H 0.731 9.247 -7.847 0.12
H 0.324 7.024 -6.529 0.12
H -1.256 7.748 -6.889 0.07
H -0.622 7.210 -4.241 0.10
H -1.640 8.581 -4.867 0.08
H 2.260 9.084 -5.800 0.11
H 1.678 10.678 -5.665 0.11
C -3.998 2.303 -11.658 -0.22
C -2.939 2.073 -10.570 -0.21
C -2.068 0.860 -10.891 -0.21
S -2.683 0.202 -12.445 0.67
O -2.785 -1.234 -12.382 -0.32
O -2.069 0.899 -13.549 -0.33
C -4.297 0.985 -12.333 -0.23
H -3.509 2.889 -12.449 0.10
H -4.813 2.896 -11.265 0.10
H -3.404 1.775 -9.630 0.09
H -2.387 2.987 -10.392 0.09
H -2.258 0.017 -10.237 0.10
H -1.009 1.049 -11.043 0.09
H -5.036 0.383 -11.783 0.11
H -4.679 0.887 -13.353 0.10
C 1.070 4.101 -14.972 -0.21
C 0.279 3.164 -14.034 -0.22
C 0.915 3.401 -12.688 -0.22
S 1.051 5.193 -12.525 0.70
O 2.204 5.638 -11.815 -0.31
O -0.256 5.655 -12.087 -0.36
C 1.099 5.506 -14.326 -0.19
H 0.677 4.031 -15.981 0.11
H 2.115 3.765 -14.954 0.11
H 0.391 2.116 -14.301 0.12
H -0.755 3.454 -14.203 0.11
H 1.916 2.964 -12.622 0.11
H 0.372 2.990 -11.833 0.09
H 2.071 5.931 -14.560 0.10
H 0.232 6.123 -14.545 0.05
C -3.398 9.636 -7.060 -0.20
C -4.268 10.091 -5.861 -0.16
C -4.852 8.817 -5.239 -0.22
S -4.865 7.482 -6.448 0.67
O -6.229 7.343 -6.891 -0.32
O -4.122 6.348 -5.974 -0.31
C -3.971 8.409 -7.695 -0.22
H -2.347 9.553 -6.774 0.07
H -3.383 10.367 -7.874 0.11
H -5.113 10.593 -6.339 0.12
H -3.790 10.657 -5.078 0.12
H -5.807 8.987 -4.756 0.11
H -4.148 8.416 -4.497 0.09
H -4.574 8.627 -8.575 0.10
H -3.300 7.623 -8.064 0.08
C -10.160 8.497 -8.465 -0.21
C -10.580 8.917 -9.850 -0.23
C -9.736 10.085 -10.354 -0.20
S -8.120 9.880 -9.595 0.66
O -7.615 11.049 -8.920 -0.33
O -7.311 9.249 -10.605 -0.34
C -8.654 8.659 -8.388 -0.23
H -10.366 7.464 -8.206 0.10
H -10.635 9.105 -7.693 0.12
H -11.646 9.190 -9.850 0.11
H -10.709 8.075 -10.547 0.11
H -10.236 10.924 -9.858 0.11
H -9.592 10.283 -11.404 0.10
H -8.074 8.602 -7.469 0.09
H -8.189 7.757 -8.829 0.08
```

Values from the calculation:
**Charge**: 0
**Kohn-Sham gap**: 9.656 eV
**HOMO**: -9.76 eV
**Energy**: -5423.643293 Ha
**Largest force on an atom**: 3.429 eV Å⁻¹
**LUMO level**: -0.101 eV
**SMILES string**: O=S1(=O)CCCC1.O=S1(=O)CCCC1.O=S1(=O)CCCC1.O=S1(=O)CCCC1.O=S1(=O)CCCC1.CCOC(=O)OC.CCOC(=O)OC.CCOC(=O)OC.CNC(C)=O.CNC(C)=O.CNC(C)=O
**2S+1**: 1